[1]
11
Properties=species:S:1:pos:R:3:forces:R:3 method="wB97M-V/def2-TZVPD" charge=0 energy_ha=-281.50210 spin_multiplicity=1 gap_ev=8.8 e_lumo_ev=0.598 max_force_ev_per_a=1.32 relative_energy_ev=2.393
N 1.21584 -2.09320 0.49758 -1.3 0.4 -0.1
N 0.29173 -1.44043 0.34987 1.1 -0.7 0.1
N 2.12176 0.16439 -0.06717 -0.1 0.4 -0.1
C 0.92982 0.62459 -0.16534 0.0 -0.1 0.0
C -0.20447 -0.25213 0.06364 0.1 0.1 0.0
C -1.67182 0.04999 0.01515 -0.1 0.0 0.0
H -1.81396 1.08124 -0.32341 0.1 -0.2 0.0
H 2.83644 0.86047 -0.24865 -0.1 0.1 0.0
H -2.15792 -0.03814 0.99434 0.1 0.0 -0.1
H 0.68277 1.66117 -0.41721 0.0 -0.1 0.0
H -2.21098 -0.59620 -0.68726 0.1 0.1 0.1

---

[2]
25
Properties=species:S:1:pos:R:3:forces:R:3 method="wB97M-V/def2-TZVPD" charge=-1 energy_ha=-2313.46790 spin_multiplicity=1 gap_ev=7.6 e_lumo_ev=3.198 max_force_ev_per_a=0.26 relative_energy_ev=0.000
Ga -3.04657 -1.35417 -0.50321 0.1 0.1 -0.1
O 3.36234 0.31722 0.24069 0.0 0.1 0.2
O -2.81345 -2.28089 1.14000 0.0 0.2 0.2
C 1.10823 1.23778 0.06662 0.0 0.1 0.0
C 2.25794 0.52123 -0.63697 0.0 -0.1 -0.1
C -2.76098 0.61316 -0.00637 0.0 -0.1 0.0
C -1.37036 0.86833 0.58376 0.0 0.1 0.0
C -0.27671 0.87655 -0.48243 0.0 -0.1 -0.1
C 3.81878 -1.00612 0.37404 0.0 0.0 -0.1
H -1.88785 -1.86831 -1.51193 0.0 -0.1 0.0
H 3.05273 -1.72735 0.07106 0.0 0.0 0.1
H 4.06933 -1.19324 1.42138 0.0 0.1 0.0
H -4.52873 -1.63741 -1.07887 0.0 0.0 0.0
H 4.71623 -1.17626 -0.23560 0.0 0.0 0.0
H -0.25034 -0.11473 -0.94689 0.0 0.1 0.0
H -2.94947 -1.64640 1.85472 0.0 -0.2 -0.2
H 1.90790 -0.44588 -1.01569 0.0 0.0 0.1
H -2.91869 1.27420 -0.87001 0.0 0.0 0.1
H -1.31436 1.81717 1.14450 0.0 0.0 -0.1
H -0.56681 1.57529 -1.27680 0.0 0.0 0.0
H 2.61808 1.09881 -1.49785 -0.1 -0.1 0.0
H -1.12305 0.07461 1.30254 0.0 0.1 0.0
H -3.52995 0.87859 0.73186 0.0 0.0 0.0
H 1.26180 2.32043 0.00244 0.0 0.0 0.1
H 1.16396 0.97741 1.12901 0.0 -0.1 -0.1

---

[3]
15
Properties=species:S:1:pos:R:3:forces:R:3 method="wB97M-V/def2-TZVPD" charge=0 energy_ha=-1091.12296 spin_multiplicity=1 gap_ev=7.2 e_lumo_ev=-1.368 max_force_ev_per_a=1.98 relative_energy_ev=1.518
Cl 0.04164 2.16748 -0.24750 0.2 0.0 0.5
S 2.49902 -1.30876 0.19208 0.3 0.0 0.1
C -2.32893 0.18556 1.07978 0.3 0.1 -0.6
C -0.45914 -0.46194 -0.33322 0.2 -2.0 0.1
C 1.89516 0.17988 0.05994 -0.3 0.4 -1.0
C 0.48698 0.47574 -0.19203 -0.3 0.4 0.2
C -1.83912 -0.58771 0.10074 -0.5 1.5 0.3
C -2.66278 -1.62879 -0.54581 -0.5 0.0 -1.3
H -3.69826 -1.57545 -0.18534 0.3 0.0 -0.3
H 2.51530 1.08274 0.10743 0.0 -0.3 0.1
H -1.68693 0.85152 1.59863 0.5 0.6 0.3
H -2.28465 -2.62700 -0.32539 0.1 -0.1 0.0
H -3.36520 0.28670 1.32851 -0.5 -0.6 0.2
H -0.11993 -1.42386 -0.74978 0.5 0.3 0.6
H -2.60556 -1.47815 -1.65610 -0.4 -0.3 0.8

---

[4]
125
Properties=species:S:1:pos:R:3:forces:R:3 method="wB97M-V/def2-TZVPD" charge=0 energy_ha=-3650.89038 spin_multiplicity=1 gap_ev=8.6 e_lumo_ev=0.474 max_force_ev_per_a=6.32 relative_energy_ev=6.362
Cl -4.69948 -0.79557 6.69296 -0.3 -0.6 -1.2
Si -6.00685 -0.17804 3.04123 -2.6 0.8 1.4
Si -5.04171 -2.11257 5.01248 -0.3 -0.2 0.1
F -6.40167 -0.07184 -1.78370 2.9 0.4 1.3
F -6.50044 -1.46509 0.70770 2.2 1.8 0.4
F -2.78469 -0.76176 -1.20004 -3.2 -0.2 -0.8
F -4.28161 -1.47760 1.32024 -1.6 1.3 -0.7
F -3.84797 1.21070 0.57234 -2.8 -1.8 -0.3
F -4.71013 1.42554 -1.96618 -0.7 -2.6 1.4
F -6.05760 1.66667 0.40369 1.7 -2.7 0.2
F -4.53272 -2.22613 -1.44046 1.0 3.4 -0.2
F -3.95158 -0.85090 -3.13292 -0.3 0.0 3.3
O -6.30198 -1.59694 3.96858 2.7 1.2 -0.1
O 0.90565 -4.17955 1.50998 0.3 1.2 2.4
N -0.78544 1.62428 2.39082 0.5 -0.8 -1.6
N -8.34719 0.67054 4.20662 -0.3 0.0 -0.9
C 2.38119 4.49589 -0.68783 -0.1 0.1 -0.1
C 5.24234 3.64578 -4.46706 0.1 0.1 -0.1
C 0.13245 1.13875 3.40012 0.5 -3.9 -5.0
C -1.45866 -4.72269 2.08837 0.8 0.5 1.0
C -5.11039 0.59270 0.29154 0.0 1.8 -1.5
C -5.11246 0.23208 -1.29499 -0.4 1.5 -0.7
C 0.95868 7.28572 -0.52012 -0.1 0.1 0.1
C -5.43751 -0.64420 1.24376 0.2 -1.2 0.3
C 2.73389 3.31587 1.53445 0.0 -0.1 0.4
C 3.54575 -4.28906 -4.21705 0.1 0.2 0.0
C 5.28879 -0.07794 -5.06055 -0.1 -0.1 0.2
C 0.19440 -0.29944 1.24212 -1.7 4.6 3.9
C -7.77461 0.60954 2.80361 0.6 0.3 0.0
C 2.46538 -5.61164 -1.58907 0.0 0.1 0.1
C -2.36136 -4.96257 3.43112 -0.2 0.1 -1.8
C -0.03104 -4.19088 2.61624 -1.7 -1.2 -0.6
C -3.36673 1.02521 3.72709 -0.3 0.0 1.8
C 5.60581 2.95966 -5.78543 0.1 -0.1 0.1
C -0.78550 0.88386 1.14593 3.1 -3.3 1.5
C -4.97178 1.19117 3.86450 1.0 1.0 -0.5
C -3.38768 -2.57591 4.18089 0.3 -0.9 -0.1
C 2.08351 -3.44213 1.97889 0.8 -0.3 -1.1
C 3.34944 -4.36413 -1.64011 0.1 -0.1 0.0
C -3.64581 -3.97519 3.39399 0.3 -0.8 0.1
C -2.64153 2.45134 3.82532 0.7 0.3 0.5
C 4.54481 2.00112 -6.33559 -0.1 0.1 0.0
C 4.97658 -4.80689 -4.28513 0.0 -0.1 -0.1
C 1.74114 3.73402 0.47343 -0.1 0.0 -0.3
C 2.11787 6.84270 0.36313 0.1 0.1 -0.1
C -1.68293 2.79221 2.58069 -0.5 0.7 1.1
C 3.23802 -3.53371 -2.92271 -0.1 0.0 0.0
C 0.76524 -0.09839 2.68440 -1.7 1.8 -0.3
C 4.01468 4.54114 -4.57349 0.0 0.0 0.2
C 3.04000 5.82757 -0.31506 0.1 -0.1 0.1
C 4.14014 0.86396 -5.39554 0.0 0.0 -0.1
C 0.97729 -5.29587 -1.64597 -0.1 0.0 -0.1
C -4.08010 -0.91199 -1.70980 1.2 -2.1 -2.5
H 0.35449 8.03423 -0.00077 0.0 0.0 -0.1
H 2.20794 -2.53026 1.30538 -0.2 -0.9 1.1
H 1.32552 7.73230 -1.44797 0.0 -0.1 0.0
H 4.92191 1.57102 -7.27092 0.0 0.0 0.1
H 3.01222 -4.10155 1.78624 -1.4 1.0 0.6
H 3.21237 4.17706 2.00786 0.0 0.0 0.0
H -2.91881 -1.77186 3.52816 -0.5 -1.1 0.8
H 4.16498 5.31917 -5.32658 0.0 0.0 0.0
H -8.54238 1.65481 4.44967 -0.2 -1.0 -0.2
H -2.30105 3.06762 1.66285 1.0 -0.9 1.0
H 0.30821 -4.93853 3.43262 -0.2 1.3 -1.1
H 0.39316 -6.21770 -1.57122 0.0 0.1 0.0
H -1.89964 -3.92516 1.40250 0.5 -1.0 1.0
H 3.45213 6.27593 -1.22628 0.0 0.0 0.0
H 5.70386 -0.52485 -5.96803 0.0 0.0 0.0
H 3.12150 3.97088 -4.83830 0.0 0.1 0.0
H 5.18191 -5.53027 -3.49294 0.0 0.0 0.0
H -2.70230 -6.05607 3.36385 0.4 1.6 0.5
H 5.08879 2.90346 -3.67769 0.0 0.0 0.0
H 2.84689 -5.12022 -4.35181 0.0 0.0 0.0
H -8.38955 -0.05225 2.10765 0.6 1.2 0.8
H -9.21299 0.11379 4.19002 0.5 0.7 0.4
H -1.33708 -5.67379 1.47382 -0.1 1.2 0.9
H 2.22305 2.74916 2.31781 0.1 0.0 0.0
H 3.38132 -3.61017 -5.06112 0.0 -0.1 0.0
H 4.93635 -0.88826 -4.41581 0.1 0.0 -0.1
H 3.64778 2.56763 -6.60803 0.1 0.0 0.0
H -5.30415 1.41118 4.94771 0.6 -0.6 -1.7
H -1.04764 3.72547 2.81993 -1.0 -1.4 -0.3
H 1.26313 2.83078 0.07883 0.0 0.1 0.0
H 1.97590 -3.14913 3.07827 0.4 -0.4 -1.6
H -5.52822 -3.35963 5.64942 -0.1 0.3 -0.1
H 6.09326 0.43828 -4.53138 0.0 0.0 0.0
H -1.69496 -4.80978 4.34272 -1.1 -0.2 -1.0
H -7.67139 1.69414 2.42869 -0.2 -1.9 0.0
H 3.34498 0.28410 -5.87696 0.0 0.1 0.1
H 3.82303 5.03069 -3.61488 -0.1 0.0 -0.1
H 2.71033 7.72538 0.62768 0.0 -0.1 0.0
H -1.37459 1.01884 0.18473 0.5 0.6 2.0
H 0.68624 -4.64322 -0.81852 0.0 -0.1 -0.1
H 3.10051 -3.71822 -0.78993 0.0 -0.1 0.0
H 3.91897 -2.67883 -2.84054 0.0 0.0 0.0
H 4.39199 -4.66590 -1.49054 0.0 0.0 0.0
H 2.72722 -6.30158 -2.39785 0.1 0.0 0.0
H 0.70371 -4.80696 -2.58445 0.0 0.0 0.0
H -3.90787 -3.82334 2.29297 0.3 0.0 1.6
H 5.69208 -3.98494 -4.19734 0.0 0.0 0.0
H 1.73042 6.44047 1.30429 0.0 0.0 0.0
H 1.61985 4.66829 -1.45657 0.1 0.0 0.0
H 1.54713 -0.76430 3.18147 -1.3 1.2 -0.8
H 3.51562 2.67879 1.11199 0.0 0.0 0.0
H -2.66160 -2.84940 5.03881 -1.1 0.7 -1.2
H 5.15105 -5.30587 -5.24194 0.1 0.0 0.1
H -1.95418 2.43499 4.75493 -1.1 0.0 -1.4
H -4.52509 -4.56702 3.84733 1.2 1.1 -0.5
H 5.80322 3.72713 -6.54221 0.0 0.0 0.0
H 3.89691 5.63997 0.34026 0.0 0.0 0.0
H 3.13899 3.85641 -1.15606 0.0 0.0 0.0
H 0.39097 -1.07955 0.44600 -0.2 1.2 1.4
H 6.54988 2.42126 -5.65167 0.0 0.0 0.0
H 2.23139 -3.10885 -2.99584 0.0 0.0 0.0
H 6.09314 4.25884 -4.15020 0.0 -0.1 0.0
H 2.67195 -6.14372 -0.65378 0.0 0.0 -0.1
H 0.32392 1.56993 4.42832 -0.5 -0.5 -1.7
H -0.22202 -3.15012 3.06836 0.5 -1.4 -0.6
H -5.22031 2.16746 3.29006 0.1 -1.6 0.6
H 0.94284 4.33039 0.92798 0.0 0.0 0.0
H -3.04163 0.38200 2.84368 -0.4 1.2 0.9
H -3.04622 0.43732 4.66929 -0.4 0.8 -1.6
H 3.71056 1.26412 -4.47159 0.0 0.0 -0.1
H -3.37672 3.31864 4.03439 1.0 -1.4 -0.6
H 0.30283 6.44999 -0.77423 0.0 0.0 0.0